Formula: C44H49N9OSc
Source: the OMol25 dataset
Level of theory: ωB97M-V/def2-TZVPD

- HOMO (eV) = -15.72
- Kohn-Sham gap (Eh) = 0.263
- charge = +3
- LUMO (eV) = -8.562

Structure (XYZ):
```
104
C44H49N9OSc, DFT ωB97M-V/def2-TZVPD
Sc -0.238 0.047 -0.318
C 3.076 0.519 0.847
N 2.186 -0.652 0.829
C 2.753 -1.839 0.173
C 1.932 -2.286 -0.996
N 0.730 -1.824 -1.304
C 0.325 -2.588 -2.402
C -0.858 -2.591 -3.134
C -0.956 -3.465 -4.198
C 0.068 -4.362 -4.516
C 1.238 -4.397 -3.787
C 1.347 -3.499 -2.733
N 2.343 -3.276 -1.809
C 2.629 1.576 -0.111
N 1.398 1.664 -0.593
C 1.386 2.847 -1.337
C 0.370 3.484 -2.046
C 0.670 4.675 -2.675
C 1.948 5.242 -2.621
C 2.966 4.633 -1.917
C 2.663 3.440 -1.278
N 3.420 2.595 -0.495
H 4.119 0.245 0.633
H 3.060 0.962 1.851
H 1.996 -0.902 1.797
H 2.798 -2.682 0.876
H 3.782 -1.656 -0.164
H -1.683 -1.954 -2.862
H -1.856 -3.472 -4.794
H -0.068 -5.050 -5.337
H 2.031 -5.089 -4.022
H 3.216 -3.779 -1.751
H -0.625 3.066 -2.097
H -0.100 5.196 -3.223
H 2.134 6.173 -3.136
H 3.951 5.067 -1.859
H 4.383 2.762 -0.237
C -0.477 3.185 1.891
C 0.475 2.495 2.818
C 1.327 3.229 3.628
C 2.131 2.601 4.562
C 2.068 1.229 4.710
C 1.213 0.456 3.933
C 1.130 -1.020 4.209
C 0.437 1.101 2.954
N -0.404 0.305 2.121
C -1.447 -0.219 2.672
C -1.994 0.166 3.999
C -2.137 -1.293 1.914
C -3.070 -2.188 2.647
N -1.832 -1.407 0.669
C -2.533 -2.363 -0.128
C -3.803 -2.019 -0.617
C -4.527 -0.785 -0.149
C -4.423 -2.887 -1.506
C -3.835 -4.088 -1.862
C -2.627 -4.454 -1.294
C -1.965 -3.610 -0.411
C -0.726 -4.077 0.299
H -0.285 4.254 1.892
H -1.499 3.019 2.236
H -0.384 2.798 0.871
H 1.332 4.305 3.554
H 2.777 3.183 5.199
H 2.664 0.743 5.467
H 2.113 -1.418 4.457
H 0.702 -1.589 3.382
H 0.509 -1.180 5.092
H -1.521 1.068 4.381
H -1.860 -0.624 4.737
H -3.066 0.342 3.917
H -2.609 -2.560 3.561
H -3.361 -3.034 2.030
H -3.970 -1.655 2.952
H -3.854 -0.026 0.251
H -5.231 -1.059 0.638
H -5.112 -0.353 -0.957
H -5.388 -2.621 -1.905
H -4.335 -4.754 -2.546
H -2.192 -5.413 -1.521
H -0.084 -4.643 -0.373
H -1.015 -4.744 1.111
H -0.168 -3.244 0.730
C -3.271 3.329 -0.398
C -2.738 2.081 -1.027
O -1.866 1.365 -0.479
N -3.263 1.746 -2.201
C -2.943 0.511 -2.897
C -1.605 0.557 -3.602
C -1.564 0.659 -4.986
C -0.340 0.628 -5.634
C 0.803 0.521 -4.858
C 0.675 0.444 -3.483
N -0.501 0.446 -2.842
H -2.559 3.719 0.320
H -4.195 3.100 0.136
H -3.496 4.094 -1.138
H -3.952 2.351 -2.627
H -3.736 0.309 -3.617
H -2.912 -0.302 -2.160
H -2.477 0.749 -5.553
H -0.280 0.679 -6.709
H 1.780 0.498 -5.309
H 1.562 0.353 -2.865
```